DFT (wB97M-V/def2-TZVPD) results for a molecular structure, C34H44CdNO2S2 in a non-equilibrium geometry.

The calculation puts the gap between HOMO and LUMO (alpha / beta) at 4.149 / 4.010 eV. The value obtained for the relative energy (zero: lowest compared OMol25 entry of this formula, charge and spin) is 22.5 kcal/mol. The calculation puts the HOMO energy (alpha / beta) at -3.34 / -3.34 eV.

Geometry as ORCA input:
```
! wB97M-V def2-TZVPD RIJCOSX def2/J DEFGRID3
* xyz -1 1
Cd 0.5350 -0.4746 -3.0338
C -2.6175 0.4000 3.3291
C -3.4705 -0.7027 2.6764
C -3.5014 -2.0221 3.4742
C -4.9273 -0.2290 2.4801
C -2.8490 -0.9823 1.3488
C -1.5575 -0.5548 0.9557
C -1.0286 -0.7519 -0.3358
N -0.0379 -0.0634 -0.8620
C 0.8265 0.7226 -0.1514
C 1.3075 0.4159 1.1253
C 1.9201 1.3581 1.9431
C 1.9790 2.6949 1.3451
C 1.8275 2.9381 -0.0105
C 1.2712 1.9066 -0.8636
O 0.9260 2.0715 -2.0814
C 2.2710 4.2177 -0.6910
C 3.1795 3.9982 -1.8923
C 1.0769 5.0372 -1.1806
C 3.0529 5.0934 0.3172
C 2.4238 1.0314 3.2973
C 2.6254 -0.4735 3.5008
C 3.7138 1.7669 3.6291
C 1.3933 1.5867 4.2752
C -1.8414 -1.5078 -1.3612
O -1.2955 -1.7280 -2.5035
C -3.1800 -1.8234 -1.0062
C -3.5690 -1.6925 0.3414
C -4.0786 -2.3147 -2.1416
C -5.5398 -2.3330 -1.6663
C -4.0154 -1.4204 -3.4234
C -3.7114 -3.7827 -2.4988
H -3.0659 0.7928 4.2627
H -1.6370 -0.0311 3.6433
H -2.4692 1.2431 2.6549
H -3.7993 -1.8315 4.5041
H -4.2745 -2.6783 3.0439
H -2.5490 -2.5713 3.5000
H -5.4005 -0.0454 3.4281
H -4.9149 0.6533 1.8611
H -5.5720 -0.9882 1.9722
H -0.9982 0.0054 1.6903
H 1.0255 -0.5123 1.6200
H 2.0894 3.5350 2.0107
H 2.6674 3.3819 -2.6595
H 3.5744 4.9656 -2.2901
H 4.0638 3.4615 -1.4966
H 0.5778 4.4861 -2.0254
H 0.3254 5.2021 -0.3998
H 1.3736 6.0574 -1.4267
H 3.9482 4.5280 0.5631
H 3.4348 6.0360 -0.0840
H 2.3779 5.3002 1.1799
H 3.4181 -0.7888 2.8619
H 2.8352 -0.7253 4.5791
H 1.7015 -1.0105 3.2256
H 4.4997 1.5884 2.8547
H 3.6482 2.8790 3.7825
H 4.0794 1.3119 4.6070
H 0.3815 1.1421 4.0368
H 1.6236 1.2909 5.3211
H 1.2012 2.6576 4.1592
H -4.4306 -2.2059 0.5967
H -5.8474 -1.3200 -1.2291
H -6.2452 -2.5825 -2.4790
H -5.7164 -3.0986 -0.8857
H -4.3899 -0.4233 -3.1249
H -2.9888 -1.4710 -3.8118
H -4.6906 -1.8001 -4.1939
H -3.7109 -4.4602 -1.6119
H -4.4409 -4.1841 -3.1895
H -2.7361 -3.8267 -2.9782
S 1.1845 -2.3013 -4.9949
C 2.7888 -2.6425 -4.3531
C 3.3985 -3.8503 -4.8276
C 4.5891 -4.3516 -4.2857
C 5.2934 -3.5319 -3.3739
C 4.7857 -2.3202 -2.9645
C 3.5585 -1.8201 -3.4540
S 3.0444 -0.2921 -2.9460
H 2.7901 -4.3629 -5.5742
H 4.9220 -5.3810 -4.5085
H 6.2571 -3.8074 -2.8733
H 5.3099 -1.6841 -2.2524
*
```